76
Properties=species:S:1:pos:R:3 method="wB97M-V/def2-TZVPD" charge=+2 homo_energy_ev=-13.9
H -1.835 3.776 -2.153
H 0.725 -2.707 -1.640
As 0.428 2.788 -0.397
Si -3.083 0.377 0.006
H -0.516 7.545 0.762
C -0.184 5.486 0.286
C -1.810 6.876 -0.814
C 2.898 3.476 -3.721
H 0.597 5.372 1.025
H -0.918 -1.008 -4.367
H -4.420 -1.360 1.208
C 3.391 2.199 -3.944
H -1.818 -1.667 0.333
C 1.627 2.644 -1.871
C -1.172 -0.477 -3.446
H -5.074 -1.045 -0.404
C 3.651 2.811 2.288
H 4.724 2.685 2.236
C -2.423 1.236 1.564
S 1.696 -0.038 -1.090
C 2.894 2.749 1.126
C -0.572 4.421 -0.524
C 3.037 3.055 3.510
C 0.896 3.172 2.422
H 2.923 -1.482 1.342
H -1.421 1.699 1.488
H 1.185 3.448 4.526
H -3.519 -3.130 -1.512
C -2.178 5.815 -1.632
H -2.390 0.531 2.397
C 2.136 -2.231 1.311
H 3.200 4.293 -4.361
H 1.507 0.219 3.318
As 0.447 -1.399 1.720
C -1.558 4.584 -1.493
H -2.943 5.949 -2.384
H 2.095 -2.685 0.324
H -3.156 -3.155 -3.232
H -0.243 -3.512 2.814
C 1.661 3.239 3.577
H -1.687 -2.544 2.458
Pt -0.118 0.400 0.156
C -0.240 -3.060 -2.009
C -0.731 -2.886 2.067
C -4.611 -0.584 0.467
C -0.812 6.714 0.136
H -2.481 1.803 -1.940
C 2.007 3.705 -2.680
H -0.880 -3.464 1.157
H -3.077 2.063 1.853
H 2.318 -3.001 2.061
C 2.104 1.363 -2.109
H -0.569 -3.900 -1.393
H -0.067 -3.459 -3.011
H 1.613 4.698 -2.502
H -5.336 0.112 0.900
H -0.210 -0.016 3.725
C 0.706 -0.513 3.413
H -4.001 -1.776 -2.549
C -3.396 1.517 -1.425
C 1.518 2.934 1.196
H 4.076 2.022 -4.762
Si -1.537 -1.721 -2.102
H -2.039 0.148 -3.664
H -0.173 3.344 2.483
C -3.215 -2.506 -2.354
C -1.701 -0.867 -0.397
H -0.329 0.174 -3.209
H 3.372 0.135 -3.344
H 0.979 -1.277 4.142
C 2.998 1.131 -3.145
H -2.295 7.836 -0.926
H 3.634 3.117 4.410
H -3.921 2.418 -1.102
H -4.032 1.012 -2.155
H 3.379 2.569 0.175